A 13-piece molecular cluster, C43H103N9O17 overall at a distorted geometry. Source: the Open Molecules 2025 dataset; level of theory: the ωB97M-V functional and the def2-TZVPD basis.

Atoms and positions in Å:
C: 4.351 -1.736 -0.005
C: 5.508 -2.047 0.928
O: 6.691 -1.946 0.647
N: 5.098 -2.349 2.172
C: 6.037 -2.633 3.213
H: 3.441 -2.198 0.354
H: 4.528 -2.155 -0.985
H: 4.188 -0.669 -0.143
H: 4.107 -2.303 2.448
H: 5.862 -3.601 3.698
H: 5.943 -1.939 4.034
H: 7.082 -2.519 2.948
C: -4.393 1.315 -2.110
C: -5.104 0.069 -2.578
O: -4.503 -0.811 -3.190
N: -6.351 -0.114 -2.151
C: -7.178 -1.236 -2.606
H: -3.697 1.644 -2.875
H: -3.825 0.969 -1.188
H: -4.969 2.170 -1.761
H: -6.805 0.654 -1.716
H: -6.947 -1.368 -3.659
H: -8.223 -1.027 -2.415
H: -6.917 -2.163 -2.094
C: -2.676 4.409 -4.024
C: -2.037 4.258 -2.636
O: -2.605 3.604 -1.795
N: -0.830 4.841 -2.444
C: -0.164 4.842 -1.130
H: -2.198 3.764 -4.760
H: -2.640 5.402 -4.526
H: -3.712 4.157 -3.867
H: -0.353 5.285 -3.203
H: -0.751 4.229 -0.466
H: -0.067 5.846 -0.724
H: 0.855 4.384 -1.288
C: 2.509 0.698 4.511
C: 2.946 1.771 5.421
O: 2.572 2.936 5.379
N: 3.903 1.374 6.347
C: 4.507 2.410 7.120
H: 2.566 -0.328 4.873
H: 3.145 0.689 3.656
H: 1.456 0.900 4.243
H: 4.400 0.510 6.214
H: 4.445 2.315 8.192
H: 4.061 3.347 6.849
H: 5.575 2.470 6.834
C: -1.255 2.025 2.489
C: -1.287 1.134 3.650
O: -0.517 0.177 3.851
N: -2.184 1.469 4.610
C: -2.159 0.678 5.797
H: -1.890 2.887 2.662
H: -1.672 1.499 1.635
H: -0.229 2.288 2.306
H: -2.661 2.334 4.536
H: -1.107 0.603 6.089
H: -2.595 -0.334 5.672
H: -2.770 1.077 6.597
C: 2.740 3.633 1.683
C: 1.856 4.782 2.066
O: 1.411 5.546 1.210
N: 1.532 4.923 3.365
C: 0.782 6.054 3.813
H: 3.668 3.989 1.192
H: 2.245 2.947 0.985
H: 3.121 3.070 2.577
H: 1.660 4.074 3.901
H: 1.077 6.398 4.801
H: -0.272 5.775 3.894
H: 0.843 6.807 3.084
C: -4.349 -4.097 -2.828
C: -3.220 -4.907 -2.287
O: -2.591 -4.562 -1.328
N: -2.889 -6.063 -3.006
C: -1.791 -6.874 -2.512
H: -5.061 -4.704 -3.455
H: -4.061 -3.231 -3.400
H: -4.904 -3.767 -1.967
H: -3.555 -6.405 -3.653
H: -2.171 -7.591 -1.747
H: -0.943 -6.379 -2.125
H: -1.443 -7.521 -3.302
C: 1.312 -4.046 1.499
C: 1.352 -2.799 2.377
O: 2.448 -2.286 2.699
N: 0.214 -2.169 2.701
C: -1.132 -2.501 2.277
H: 0.883 -3.815 0.547
H: 0.689 -4.824 1.935
H: 2.299 -4.455 1.326
H: 0.230 -1.352 3.280
H: -1.613 -1.591 1.907
H: -1.714 -2.928 3.081
H: -1.120 -3.203 1.458
C: -1.258 -0.898 -6.267
C: -0.486 0.365 -6.179
O: 0.162 0.929 -7.036
N: -0.492 0.937 -4.909
C: 0.320 2.101 -4.658
H: -1.845 -0.827 -7.180
H: -1.904 -1.122 -5.444
H: -0.594 -1.724 -6.496
H: -0.958 0.475 -4.154
H: 1.415 1.869 -4.517
H: 0.001 2.637 -3.770
H: 0.359 2.740 -5.537
C: 2.619 -0.767 -4.976
O: 2.736 -2.222 -4.918
C: 2.952 -2.667 -3.609
C: 1.696 -3.505 -3.135
O: 0.566 -2.700 -3.379
C: -0.560 -3.473 -3.439
H: 1.911 -0.343 -4.250
H: 2.303 -0.383 -5.940
H: 3.580 -0.348 -4.609
H: 3.137 -1.872 -2.862
H: 3.874 -3.246 -3.508
H: 1.857 -3.649 -2.020
H: 1.769 -4.462 -3.632
H: -1.456 -2.839 -3.334
H: -0.529 -4.250 -2.648
H: -0.586 -4.023 -4.383
C: 6.098 2.618 0.662
O: 5.327 3.012 -0.427
C: 4.527 1.879 -0.840
C: 3.674 2.180 -2.018
O: 4.218 2.178 -3.318
C: 5.101 3.274 -3.599
H: 5.399 2.165 1.413
H: 6.525 3.476 1.184
H: 6.848 1.829 0.373
H: 3.861 1.587 -0.045
H: 5.197 1.010 -1.057
H: 3.308 3.197 -1.892
H: 2.777 1.550 -2.068
H: 6.109 3.019 -3.252
H: 4.735 4.182 -3.132
H: 5.152 3.309 -4.672
C: -5.844 -0.581 5.721
O: -4.743 -1.473 5.480
C: -4.200 -1.415 4.174
C: -5.075 -2.011 3.010
O: -4.136 -2.331 2.022
C: -4.717 -3.050 0.917
H: -5.419 0.360 6.147
H: -6.635 -0.984 6.403
H: -6.303 -0.279 4.757
H: -3.305 -1.985 4.185
H: -3.836 -0.420 3.940
H: -5.805 -1.311 2.598
H: -5.596 -2.934 3.278
H: -5.504 -2.404 0.499
H: -5.174 -3.941 1.367
H: -3.950 -3.309 0.227
C: -1.916 -1.146 -1.101
O: -1.672 0.095 -0.426
C: -0.999 0.980 -1.303
C: 0.550 0.814 -1.341
O: 1.135 1.103 -0.112
C: 1.074 0.017 0.862
H: -2.308 -0.948 -2.111
H: -2.535 -1.825 -0.507
H: -0.936 -1.639 -1.286
H: -1.230 1.992 -0.897
H: -1.402 1.080 -2.302
H: 0.992 1.408 -2.117
H: 0.822 -0.220 -1.596
H: 1.637 -0.814 0.433
H: 0.063 -0.326 1.073
H: 1.485 0.415 1.798

Force components x, y, z for each atom (eV/Å):
0.1 -0.4 -0.3
-0.2 0.8 0.4
0.0 -0.1 -0.7
-0.1 -0.2 0.5
0.3 -0.1 1.2
-0.2 0.1 0.2
0.4 -0.1 -0.3
0.1 0.0 0.2
0.5 -0.2 -0.5
0.1 -0.1 -0.4
-0.4 0.6 0.4
-0.1 -0.3 -0.7
0.7 -0.7 1.1
1.2 -0.1 0.2
-0.1 0.2 -0.3
-1.4 -0.5 0.1
0.9 0.2 0.2
0.1 -0.1 0.2
-0.3 0.5 -1.2
-0.4 -0.1 -0.3
-0.3 0.4 0.3
-0.4 -0.2 -0.2
-0.1 0.1 -0.2
0.1 0.0 0.1
0.4 0.8 -0.3
0.6 0.9 -1.6
-0.5 -0.3 1.0
-0.2 -0.1 0.8
1.1 -0.5 -1.2
-0.1 -0.5 0.2
0.2 -0.3 0.8
-0.3 -0.3 -0.3
-0.2 0.2 -0.2
0.0 -0.1 0.2
0.1 -0.1 0.0
-0.9 0.5 0.6
-1.5 -0.3 -0.2
1.5 -0.4 1.3
-0.5 -0.4 -0.3
-1.3 0.6 -0.6
1.8 0.3 -0.2
0.0 0.2 0.5
0.3 0.3 -1.0
0.7 -0.2 -0.2
-0.2 -0.1 0.0
-0.2 -0.4 0.4
-0.2 0.3 -0.1
-0.3 0.1 0.4
-0.4 0.0 -0.5
0.3 -0.6 1.5
-1.0 0.9 -0.5
0.4 -0.9 -0.7
-0.2 -0.9 1.0
0.2 0.3 -0.1
0.2 -0.1 -0.3
0.4 0.3 -0.4
-0.4 0.5 0.1
-0.3 -0.3 0.4
0.6 0.5 -0.2
0.1 0.6 0.1
1.2 -0.8 0.7
-0.7 0.5 -0.9
0.4 0.1 0.0
0.9 -0.9 -0.2
-1.1 -1.2 1.1
-0.7 0.1 0.0
-0.1 0.2 0.2
-0.6 0.3 -0.6
0.2 0.4 0.7
0.4 0.0 0.0
-0.2 0.2 0.0
0.2 1.1 -0.8
-1.5 -1.2 -0.6
-0.1 -1.5 -2.2
0.8 0.4 1.4
0.8 2.2 1.7
-1.7 -2.3 -0.1
0.7 0.5 0.5
0.4 0.3 -0.1
-0.3 0.4 0.3
-0.3 -0.4 -0.6
0.4 0.6 -0.1
0.5 1.1 0.4
0.1 -0.1 -0.5
-0.2 0.1 0.8
0.9 0.9 -0.2
-1.2 -0.6 0.2
-0.2 -1.4 -0.4
0.3 0.2 -0.3
-0.4 0.3 -0.7
-0.1 0.0 0.1
0.3 0.2 0.2
0.5 0.5 0.2
-0.1 -0.1 0.2
-0.2 0.0 0.2
0.0 -0.3 -0.3
0.0 -0.3 -1.8
0.7 1.4 2.4
-0.2 -0.7 -0.9
0.0 -0.1 -0.9
1.5 -0.1 0.1
-0.4 0.0 0.0
-0.2 0.0 0.6
0.3 -0.2 0.4
0.0 -0.2 0.1
-0.9 -0.2 0.1
-0.3 0.1 0.0
-0.5 0.2 0.0
0.8 -0.2 1.4
-0.2 1.5 -0.2
-0.9 -0.4 1.1
2.6 1.9 1.1
1.4 0.3 0.2
-1.2 -1.2 0.2
-0.3 -0.7 0.0
0.4 -0.5 -0.3
-0.3 0.0 -0.8
-0.5 0.2 -0.6
-0.1 -0.4 -0.4
-0.5 -0.2 -1.0
-0.8 -0.3 -0.4
0.3 -0.3 0.0
-0.4 0.5 -0.1
-0.3 0.0 -0.3
-0.2 -1.2 1.1
-0.8 -0.5 -1.0
1.5 -0.3 -0.4
-0.9 1.2 -0.9
0.6 -0.2 -0.2
0.1 -1.5 0.4
0.6 0.0 -0.2
0.3 0.0 -0.5
-0.4 0.8 0.4
-0.3 -0.1 0.6
-0.3 0.5 0.1
-0.4 0.4 0.5
0.7 -0.1 0.2
-0.1 0.3 0.2
0.0 0.3 -0.1
-0.1 0.4 -0.5
0.5 0.9 -0.5
-0.9 -0.2 0.1
-1.3 -0.2 -0.4
0.8 0.3 0.5
0.5 -0.2 -1.0
-0.8 0.8 2.0
-0.4 -0.5 0.0
1.0 0.0 -0.6
0.0 -0.3 0.5
0.7 -0.9 0.2
-0.4 0.5 -0.3
-0.2 0.2 0.1
-0.1 0.0 0.6
0.1 -0.3 -0.4
-0.1 -0.2 -0.5
0.5 -0.1 -0.5
1.3 -0.2 -0.4
-0.5 -0.6 -0.9
1.1 2.0 1.3
-1.5 -1.6 0.4
0.2 0.1 1.3
0.0 0.9 -0.8
-0.5 -0.1 0.4
0.0 0.5 -0.1
-0.4 0.0 0.3
0.5 -0.6 -0.1
-0.4 -0.7 -0.4
-0.1 0.7 -0.2
-0.2 -0.2 -0.2
0.2 -0.1 0.4
-0.1 0.3 -0.3
0.2 -0.3 -0.4

Energy above the lowest of the compared OMol25 structures with the same formula, charge and spin: 30.57 kJ/mol
Frontier orbital gap: 9.0 eV
E_HOMO: -8.6940 eV

Results of the Mulliken charge analysis, in e, for atoms 1 through 99: number 1, C, carries 0.464; number 2, C, carries 0.326; number 3, O, carries -0.714; number 4, N, carries 0.090; number 5, C, carries -1.065; number 6, H, carries -0.365; number 7, H, carries 0.345; number 8, H, carries -0.324; number 9, H, carries 0.446; number 10, H, carries 0.319; number 11, H, carries 0.267; number 12, H, carries 0.389; number 13, C, carries 0.063; number 14, C, carries 0.394; number 15, O, carries -0.601; number 16, N, carries -0.187; number 17, C, carries -0.843; number 18, H, carries -0.323; number 19, H, carries -0.157; number 20, H, carries 0.544; number 21, H, carries 0.273; number 22, H, carries 0.262; number 23, H, carries 0.405; number 24, H, carries 0.169; number 25, C, carries -1.332; number 26, C, carries 0.695; number 27, O, carries -0.525; number 28, N, carries -0.002; number 29, C, carries -0.381; number 30, H, carries 0.201; number 31, H, carries 0.427; number 32, H, carries 0.360; number 33, H, carries 0.217; number 34, H, carries 0.004; number 35, H, carries 0.450; number 36, H, carries -0.005; number 37, C, carries -0.283; number 38, C, carries 0.351; number 39, O, carries -0.724; number 40, N, carries -0.212; number 41, C, carries -1.044; number 42, H, carries 0.533; number 43, H, carries 0.285; number 44, H, carries -0.350; number 45, H, carries 0.262; number 46, H, carries 0.315; number 47, H, carries 0.319; number 48, H, carries 0.344; number 49, C, carries 0.409; number 50, C, carries 0.177; number 51, O, carries -0.777; number 52, N, carries -0.026; number 53, C, carries -0.753; number 54, H, carries 0.903; number 55, H, carries -0.427; number 56, H, carries -0.652; number 57, H, carries 0.210; number 58, H, carries 0.145; number 59, H, carries 0.183; number 60, H, carries 0.463; number 61, C, carries 0.727; number 62, C, carries 0.201; number 63, O, carries -0.685; number 64, N, carries 0.071; number 65, C, carries -1.096; number 66, H, carries 0.390; number 67, H, carries -0.682; number 68, H, carries -0.059; number 69, H, carries 0.132; number 70, H, carries 0.314; number 71, H, carries 0.326; number 72, H, carries 0.395; number 73, C, carries -0.548; number 74, C, carries 0.596; number 75, O, carries -0.463; number 76, N, carries -0.204; number 77, C, carries -0.897; number 78, H, carries 0.426; number 79, H, carries 0.101; number 80, H, carries -0.090; number 81, H, carries 0.248; number 82, H, carries 0.314; number 83, H, carries 0.263; number 84, H, carries 0.358; number 85, C, carries -1.186; number 86, C, carries 0.783; number 87, O, carries -0.745; number 88, N, carries 0.484; number 89, C, carries -0.819; number 90, H, carries 0.020; number 91, H, carries 0.477; number 92, H, carries 0.359; number 93, H, carries 0.101; number 94, H, carries -0.057; number 95, H, carries 0.334; number 96, H, carries 0.238; number 97, C, carries -1.006; number 98, C, carries 0.825; number 99, O, carries -0.678